{
  "formula": "C17H15N6OS4Tl",
  "method": "ωB97M-V/def2-TZVPD",
  "fmax_ev_per_a": 0.71,
  "total_charge": 0,
  "e_lumo_ev": -0.5,
  "homo_energy_ev": -7.294,
  "species": ["Tl", "O", "C", "S", "C", "N", "C", "C", "C", "N", "H", "H", "H", "H", "C", "C", "N", "C", "C", "N", "H", "H", "H", "H", "H", "H", "S", "C", "S", "C", "N", "N", "C", "C", "C", "C", "C", "C", "S", "H", "H", "H", "H", "H"],
  "coordinates": [[1.16545, -0.91324, -3.21265], [0.89939, -3.72480, -6.04197], [0.89071, -2.73640, -5.50370], [-1.26497, -2.96704, -3.45879], [-2.36828, -2.06562, -2.54631], [-3.07272, -1.05421, -3.15484], [-3.74874, -0.13408, -2.44252], [-3.99466, -0.36994, -1.12251], [-3.43560, -1.53161, -0.58737], [-2.62997, -2.33537, -1.25710], [-2.87514, -0.89205, -4.13183], [-4.15329, 0.70886, -2.98191], [-4.54901, 0.33359, -0.52214], [-3.63443, -1.81721, 0.44040], [2.08739, -0.60753, 0.46982], [1.73856, -2.01654, 0.12461], [1.32680, -2.43416, -1.05392], [1.08787, -3.78751, -0.93436], [1.36557, -4.18763, 0.33238], [1.77868, -3.05049, 0.99564], [1.19813, 0.01993, 0.38241], [2.83849, -0.22206, -0.22002], [2.47180, -0.52684, 1.48554], [0.71990, -4.36152, -1.76693], [1.30062, -5.14858, 0.81113], [2.04856, -2.99608, 1.96126], [3.52217, 3.34395, 0.48445], [2.08077, 2.79921, -0.10769], [1.81694, 2.31475, -1.76612], [0.14495, 1.84863, -1.38218], [-0.14494, 2.04411, -0.14267], [0.91032, 2.59570, 0.55724], [0.70924, 2.79574, 1.95473], [0.07977, 1.79187, 2.67893], [-0.10168, 1.93874, 4.04527], [0.35031, 3.08218, 4.68758], [0.95439, 4.09150, 3.95182], [1.12631, 3.96017, 2.58240], [-0.88206, 1.21904, -2.59497], [-0.26230, 0.90196, 2.16761], [-0.59639, 1.15558, 4.60563], [0.22736, 3.19149, 5.75753], [1.29473, 4.99072, 4.44861], [1.57902, 4.75281, 2.00752]]
}

***

{
  "formula": "C17H15NO6S",
  "method": "ωB97M-V/def2-TZVPD",
  "fmax_ev_per_a": 1.34,
  "relative_energy_kcal_mol": 0.0,
  "total_charge": 0,
  "e_lumo_ev": -0.4,
  "homo_energy_ev": -8.975,
  "smiles": "Cc1ccc(/C=C/C(=O)O)cc1S(=O)(=O)Nc1ccccc1C(=O)O",
  "species": ["C", "C", "C", "C", "C", "C", "C", "H", "H", "C", "C", "C", "O", "O", "H", "H", "H", "H", "S", "O", "O", "N", "C", "C", "C", "C", "C", "C", "C", "O", "O", "H", "H", "H", "H", "H", "H", "H", "H", "H"],
  "coordinates": [[-1.93708, -2.59532, -1.31724], [-0.56602, -2.02364, -1.20569], [-0.04668, -1.56231, 0.00069], [1.21482, -1.01937, 0.09878], [2.03275, -0.90759, -1.02747], [1.52366, -1.37522, -2.24369], [0.25992, -1.92242, -2.32526], [-0.10603, -2.27946, -3.27677], [2.13415, -1.30572, -3.13214], [3.35979, -0.33111, -0.98206], [3.96766, 0.20846, 0.08211], [5.32268, 0.75892, -0.03969], [5.98682, 0.78675, -1.04706], [5.76827, 1.25173, 1.12792], [6.66560, 1.60346, 1.02160], [3.52375, 0.27231, 1.06216], [3.91181, -0.33448, -1.91493], [1.54980, -0.70025, 1.07130], [-1.02964, -1.53116, 1.50263], [-1.81862, -2.71209, 1.66436], [-0.19343, -1.12546, 2.59061], [-2.12642, -0.30333, 1.14539], [-1.75064, 0.96781, 0.77697], [-0.63465, 1.56183, 1.37282], [-0.25426, 2.84345, 1.04030], [-0.98298, 3.58057, 0.11312], [-2.08992, 3.01762, -0.47885], [-2.48617, 1.71064, -0.17287], [-3.63828, 1.12782, -0.86459], [-4.00201, -0.03184, -0.77571], [-4.28790, 1.98151, -1.66479], [-5.03375, 1.52678, -2.08738], [-2.66870, 3.57421, -1.19887], [-0.68576, 4.58680, -0.13740], [0.61262, 3.28009, 1.51299], [-0.09238, 0.99666, 2.11187], [-2.96104, -0.64425, 0.67590], [-2.17971, -3.18163, -0.43513], [-2.67559, -1.79586, -1.39206], [-2.02098, -3.21539, -2.20650]]
}